(1)
# C2H9N2O

A 2-piece molecular cluster, C2H9N2O overall at a distorted geometry (ωB97M-V/def2-TZVPD, OMol25).

```
14
Properties=species:S:1:pos:R:3:forces:R:3
O 2.663021 0.068848 -2.567574 -0.38 0.01 0.31
N -0.915844 0.050824 1.284391 0.45 0.23 0.32
N 1.045511 0.051530 0.021751 -0.78 0.38 0.99
C -0.264090 0.061909 0.117741 -0.06 -1.30 -0.96
C -2.353063 -0.066019 1.467547 0.73 -0.34 0.35
H -2.674454 -0.988072 0.967021 -0.22 0.10 -0.33
H 1.610123 -0.176865 0.848699 0.38 0.45 -0.20
H 3.556375 -0.281257 -2.689623 -0.01 0.03 0.17
H -2.529774 -0.154759 2.534550 -0.18 0.22 0.04
H -0.835762 -0.159513 -0.779470 -0.17 0.81 -0.26
H -2.833527 0.820677 1.026045 -0.18 -0.06 -0.09
H -0.329276 0.225902 2.105223 -0.20 -0.03 0.38
H 1.505058 0.304904 -0.868482 0.66 -0.56 -0.78
H 2.355702 0.241891 -3.467819 -0.03 0.06 0.06
```
Positions in Å, forces in eV/Å.

Values from the calculation:
E_HOMO (alpha / beta) ... -19.251 / -19.013 eV
Relative energy (zero: lowest compared OMol25 entry of this formula, charge and spin) ... 1.951 eV
⟨S²⟩ ... 0.79
Gap between HOMO and LUMO (alpha / beta) ... 8.789 / 3.938 eV
Charge ... +2
DFT total energy ... -7226.4992 eV
2S+1 ... 2

Results of the Löwdin charge analysis, in e, for atoms 1 through 5: -0.032 0.180 0.389 0.008 0.090

---

(2)
# C27H27IrN6O2

C27H27IrN6O2 as an isolated structure at a distorted geometry (ωB97M-V/def2-TZVPD, OMol25).

```
63
Properties=species:S:1:pos:R:3:forces:R:3
Ir -0.341579 0.657170 -0.703892 -1.51 -1.68 2.34
O -1.327202 -1.375205 -0.565227 0.06 -0.37 -0.08
O 2.128097 -1.618110 -1.389172 -1.84 1.64 -1.58
N 3.017695 0.864391 -0.796888 0.33 -0.12 0.14
N 1.408925 0.125586 0.757284 0.19 0.21 -0.82
N -2.241908 -0.416528 1.287391 -1.11 -1.03 1.02
N -0.586410 2.795376 -0.220289 -0.88 -0.38 0.45
N -1.795130 0.723685 0.813887 1.44 3.35 -0.80
N 1.125556 0.276873 -2.248830 0.94 -0.16 -0.25
C -2.078077 1.909709 1.405132 -0.42 -3.84 -0.11
C -3.086599 -2.929408 2.238595 0.12 0.14 -0.23
C -1.958332 -1.485013 0.550268 0.81 1.89 -0.79
C 2.017345 -2.926093 -0.855386 -0.07 -0.93 0.36
C 2.063440 -0.368741 2.997038 -0.04 0.00 -0.08
C -2.001469 -5.181094 1.021442 -0.03 -0.16 0.04
C 2.781230 1.925444 -2.908082 -0.41 -0.47 0.34
C 1.120786 -1.110694 -2.129302 1.03 -0.07 1.29
C -1.443363 3.027754 0.845338 1.49 1.81 -1.61
C -1.079994 5.404168 0.627191 0.68 0.16 -0.89
C 0.293304 0.834164 -3.260899 -1.00 0.29 -0.86
C -0.258214 5.144402 -0.486539 -0.52 0.08 0.75
C 3.377840 -0.007718 2.708066 -0.19 0.02 -0.24
C -1.777419 -3.933297 0.478252 -0.07 0.35 0.06
C 0.758676 1.749657 -4.154970 0.51 0.11 0.09
C 2.670288 0.458758 0.463494 -0.26 -0.09 0.63
C 0.285217 -1.932220 -3.044343 -0.09 -0.16 0.36
C 2.061396 2.247531 -4.050913 -0.25 0.01 -0.18
C 3.684925 0.403187 1.434795 -0.06 -0.05 -0.03
C -1.668221 4.360306 1.281102 -0.12 -1.39 0.02
C -2.765726 -5.308235 2.171862 0.02 0.03 -0.04
C 2.297900 1.040068 -1.966106 0.86 0.94 -0.37
C -3.313022 -4.182359 2.770121 -0.05 -0.19 0.04
C 1.125964 -0.291511 1.993332 0.12 -0.11 0.45
C -3.018989 1.975290 2.562236 0.09 0.01 -0.11
C -2.306465 -2.792674 1.087667 -0.05 -0.80 0.18
C -0.050353 3.832880 -0.851100 0.41 0.24 -0.19
H 1.780978 -0.704653 3.977552 -0.09 -0.10 0.17
H 3.950563 1.252650 -0.854434 -0.21 -0.13 -0.03
H 0.597493 3.596941 -1.687016 -0.02 -0.07 -0.04
H -2.536862 2.438635 3.420643 0.00 0.08 0.11
H 3.726647 2.409780 -2.713376 0.07 0.06 0.13
H 4.141694 -0.064881 3.465483 0.13 0.03 0.09
H -2.936137 -6.283642 2.600221 -0.03 -0.10 0.04
H 0.111962 2.082222 -4.949056 -0.20 -0.03 -0.04
H 1.842081 -3.672995 -1.630959 0.05 0.09 0.03
H -1.184869 -3.812813 -0.416370 0.03 -0.02 -0.08
H 0.689582 -2.938827 -3.108819 0.03 0.02 0.06
H -3.920982 -4.292704 3.655294 -0.04 0.03 0.08
H 1.218580 -2.975217 -0.110959 0.04 0.15 -0.10
H -0.690214 0.400292 -3.356294 0.12 -0.13 0.12
H 2.472601 2.904754 -4.793621 0.05 0.15 -0.12
H 0.204272 5.942721 -1.041580 0.05 0.08 -0.06
H -2.323013 4.517251 2.123059 -0.04 0.07 0.08
H -3.507106 -2.051341 2.701373 0.00 0.10 0.03
H -0.745164 -2.008673 -2.691234 -0.02 0.07 0.10
H -3.336571 0.973307 2.833291 0.03 0.01 -0.01
H -1.580296 -6.056526 0.550381 0.02 -0.09 -0.03
H 2.976759 -3.124333 -0.383431 -0.07 0.03 -0.02
H 4.692768 0.670225 1.163671 0.19 0.07 -0.03
H 0.103029 -0.586933 2.173567 -0.17 0.04 0.00
H 0.279605 -1.491007 -4.042723 0.09 0.11 0.10
H -1.247108 6.418815 0.949559 -0.05 0.13 0.05
H -3.900405 2.559451 2.303223 -0.09 0.10 0.03
```
Positions in Å, forces in eV/Å.

Values from the calculation:
E_HOMO (alpha / beta) ... -8.824 / -9.142 eV
Relative energy (zero: lowest compared OMol25 entry of this formula, charge and spin) ... 5.130 eV
⟨S²⟩ ... 1.10
Gap between HOMO and LUMO (alpha / beta) ... 5.136 / 5.403 eV
Charge ... +1
DFT total energy ... -44301.8472 eV
2S+1 ... 2

Results of the Löwdin charge analysis, in e, for atoms 1 through 5: 1.153 -0.158 -0.032 0.124 0.035

---

(3)
# C56H46FGeINOP3Zn

C56H46FGeINOP3Zn as an isolated structure (ωB97M-V/def2-TZVPD, OMol25).

```
111
Properties=species:S:1:pos:R:3:forces:R:3
I 0.609293 4.622563 -3.668485 0.05 0.00 -0.05
Ge 0.262291 -2.569990 1.542863 0.02 0.09 -0.02
Zn 0.032211 0.399115 -0.271705 -0.21 0.05 -0.03
P 2.101315 -0.224457 -1.119671 -0.04 0.16 0.23
P -0.113893 1.129108 1.976888 -0.07 -0.02 -0.08
P -1.561121 -1.086964 -1.163560 0.26 0.06 -0.14
F 0.438437 -4.165840 2.274965 -0.03 0.13 0.01
O -0.652016 1.999957 -1.383622 0.18 -0.06 0.12
N -2.331376 2.756170 -2.664066 -0.06 0.00 -0.04
C -0.654898 -3.197387 -2.723427 -0.07 -0.03 0.10
C 0.385501 -2.208143 4.341036 0.01 0.09 -0.04
C 2.666683 -1.795938 -0.439329 -0.09 0.00 -0.02
C -0.349140 -3.820876 -3.922576 0.07 0.00 -0.10
C -5.304910 -1.152105 0.663117 0.06 0.03 -0.04
C 2.585952 -1.471493 -4.996391 -0.02 0.00 0.02
C 4.948380 3.238145 -0.046567 -0.05 -0.03 -0.06
C 2.213802 -0.307291 -2.926586 0.09 -0.02 0.00
C -4.958522 0.085085 0.254148 -0.20 0.12 0.18
C -1.729800 1.928125 2.155633 0.01 -0.02 0.06
C 0.033943 -0.075929 3.319425 0.01 0.02 -0.06
C 2.255293 0.905969 -5.005245 -0.03 -0.07 -0.08
C 2.106422 0.890580 -3.631519 0.01 0.07 0.02
C -3.654075 -2.728695 -0.671126 0.05 0.09 0.08
C -3.994053 -1.664325 -1.671973 0.00 -0.35 -0.16
C 2.773020 -3.679467 1.018030 -0.08 0.02 -0.06
C -1.204737 2.932130 -1.984403 0.00 0.02 -0.05
C 0.866590 3.658024 2.796682 -0.01 0.04 -0.04
C 1.896785 4.498406 3.198193 0.04 0.00 0.00
C -2.295601 -3.699646 1.926813 0.13 0.10 -0.10
C -3.244829 -0.490236 -1.365190 -0.31 0.41 0.05
C -4.773123 -3.417023 1.528266 0.07 0.03 0.11
C 2.508346 -0.275545 -5.690344 -0.03 0.03 0.02
C 5.410807 1.938294 0.091633 0.00 0.03 0.00
C -0.613591 4.310436 -1.954791 -0.04 0.03 0.09
C 0.341770 -1.626356 5.599091 -0.01 -0.04 -0.06
C 0.144024 -0.262706 5.729131 0.00 -0.01 0.00
C 2.433447 -1.493066 -3.617366 -0.05 -0.09 -0.02
C -2.251737 -2.401438 -0.150227 -0.10 0.11 -0.09
C -1.077201 -1.871470 -2.718473 -0.02 -0.03 0.00
C 3.920273 -2.163978 -0.936404 0.07 0.00 -0.08
C 2.812758 2.391014 -0.736249 -0.03 0.06 -0.02
C 2.024904 -2.586066 0.544810 0.18 -0.21 0.00
C 0.233334 -1.453320 3.168973 0.01 -0.10 0.17
C -2.001200 3.085345 1.421842 0.04 0.03 -0.03
C 2.465767 1.890759 2.443330 0.01 -0.03 0.07
C -3.795236 0.441573 -0.536535 0.28 -0.25 -0.17
C 1.150669 2.354130 2.407895 -0.02 -0.01 0.01
C -0.837613 -1.785467 -5.109041 -0.04 -0.01 0.03
C -3.236964 3.699985 1.516256 -0.06 -0.02 0.04
C 3.642136 3.462866 -0.454922 0.04 0.02 -0.06
C -2.719712 1.387438 2.969531 -0.02 -0.03 -0.03
C -3.676578 -3.903830 2.157437 0.01 -0.03 -0.07
C -4.839329 -2.556650 0.309342 -0.14 -0.12 -0.04
C 3.276815 1.079847 -0.627367 0.05 -0.05 -0.04
C 4.581999 0.863120 -0.192514 0.00 -0.06 0.00
C 3.484434 2.725749 2.861945 -0.03 0.00 0.06
C -1.634055 -2.880941 0.955280 -0.05 -0.21 0.24
C -1.159672 -1.164448 -3.914566 0.01 0.04 -0.03
C 3.201659 4.034422 3.233256 -0.04 -0.03 0.00
C -4.218999 3.160959 2.341471 0.03 0.03 -0.04
C -0.443220 -3.117449 -5.112885 0.02 0.05 0.00
C 4.611860 -3.262467 -0.465759 0.00 -0.01 0.01
C 4.035395 -4.007575 0.539621 -0.10 0.02 0.04
C -0.000984 0.503440 4.590097 0.01 0.04 0.05
C -3.958547 2.008275 3.062464 0.01 -0.01 0.00
H -0.211801 -3.605338 -6.048532 0.01 -0.04 -0.05
H 2.366131 -4.323962 1.776732 -0.06 -0.02 0.04
H -1.502171 -0.135290 -3.921318 0.03 0.03 0.01
H -0.911428 -1.238500 -6.037954 0.00 0.02 -0.04
H -6.116695 -1.178043 1.382306 -0.07 -0.04 0.00
H 2.770211 -2.395467 -5.525935 0.01 -0.04 -0.02
H -1.665477 -4.198195 2.643244 0.11 -0.05 0.07
H 1.791091 2.581429 -1.047389 -0.03 0.00 0.03
H -4.717391 1.589732 3.708195 -0.03 -0.02 0.02
H -1.373612 5.086059 -1.962602 -0.01 0.01 0.00
H -1.230635 3.522610 0.797706 -0.01 -0.03 0.00
H -2.744201 3.507882 -3.191915 -0.02 -0.02 0.00
H 2.186725 1.842182 -5.540868 -0.01 0.04 -0.03
H -0.048673 -4.858898 -3.929997 0.01 -0.05 0.01
H -3.433324 4.608691 0.964396 -0.01 0.04 -0.02
H -2.530632 0.486528 3.537819 0.01 -0.01 0.01
H 3.271273 4.473559 -0.554176 -0.03 0.05 0.00
H 5.600150 4.071800 0.171571 0.03 0.04 0.01
H -2.758630 1.839737 -2.702199 0.01 0.04 0.02
H 4.547002 -4.864577 0.953293 0.02 -0.04 0.03
H -5.734157 -3.694545 1.942932 -0.06 0.01 0.05
H -0.133846 1.574545 4.690681 0.00 0.01 -0.02
H 1.935724 1.826406 -3.115062 0.01 -0.03 -0.01
H -5.180630 3.647305 2.425556 -0.03 0.02 0.00
H 2.493268 -2.437055 -3.092330 -0.01 0.01 0.00
H 5.580225 -3.519154 -0.871736 0.02 0.00 -0.01
H 6.424789 1.755361 0.419034 0.03 -0.01 0.02
H 0.023908 4.408578 -1.081163 -0.01 0.02 -0.02
H -3.293297 1.370799 -0.287167 0.11 0.00 0.09
H 1.671842 5.510080 3.504763 -0.01 0.04 0.01
H 4.498288 2.356760 2.903593 0.04 -0.03 0.02
H 2.694100 0.865383 2.172686 -0.01 -0.01 0.00
H -5.508424 0.897375 0.713193 -0.01 0.06 -0.04
H 4.967239 -0.137509 -0.060669 -0.02 -0.02 -0.01
H -0.149970 4.024818 2.815699 -0.01 -0.01 0.01
H -3.881807 -4.543828 3.006973 0.00 -0.02 0.04
H 0.112870 0.200515 6.704792 0.00 0.02 0.03
H 4.368012 -1.570900 -1.725043 -0.01 0.03 0.03
H 3.997678 4.685229 3.564792 0.04 0.04 0.01
H -5.002426 -1.602533 -2.056284 -0.01 0.01 -0.14
H -3.679326 -3.755810 -1.046467 0.00 -0.01 0.02
H 0.465963 -2.244709 6.476522 0.01 -0.04 0.03
H 0.542819 -3.272263 4.275359 0.02 -0.11 -0.03
H -5.704195 -2.944283 -0.258066 0.09 0.01 0.05
H 2.641223 -0.262135 -6.762420 0.01 0.00 -0.06
H -0.607412 -3.762821 -1.799164 0.01 0.03 0.01
```
Positions in Å, forces in eV/Å.

Values from the calculation:
E_HOMO (alpha / beta) ... -12.046 / -12.129 eV
Gap between HOMO and LUMO (alpha / beta) ... 6.822 / 6.466 eV
Charge ... +2
DFT total energy ... -205961.0811 eV

Results of the Löwdin charge analysis, in e, for atoms 1 through 5: 0.936 0.991 0.326 1.037 1.054